{"formula": "C10H28BIN2O9PS2", "method": "ωB97M-V/def2-TZVPD", "total_charge": -1, "orbital_gap_ev": 6.53, "lumo_energy_ev": 2.1, "e_homo_ev": -4.445, "mol_weight_g_mol": 553.16, "elements": ["H", "H", "I", "N", "S", "H", "N", "C", "O", "C", "P", "H", "C", "O", "H", "C", "O", "H", "H", "C", "O", "H", "H", "H", "H", "C", "H", "H", "O", "H", "S", "C", "O", "C", "C", "O", "H", "H", "O", "H", "H", "H", "H", "H", "H", "H", "H", "H", "H", "H", "B", "O", "H", "C"], "positions_angstrom": [[5.0255, -3.6101, 1.5533], [3.9213, 1.1348, 3.5341], [-2.9412, -2.6631, 2.7017], [-3.4004, -0.1035, -0.7422], [-2.6397, 3.6362, -2.4873], [6.7088, -3.1795, 1.2852], [-0.5379, -1.5954, 0.1670], [-0.0118, 5.1224, -3.7584], [-4.5138, 0.0226, 1.7446], [6.0336, -3.7103, 1.9603], [-4.3915, -0.8532, 0.2767], [-4.9491, 3.9879, -2.8119], [4.8273, 0.5427, 3.6605], [-2.7213, 4.1870, -1.1596], [1.1994, -0.6840, 1.0232], [0.6513, -1.6908, 1.0641], [-5.9769, -0.9254, -0.3684], [0.3000, -1.8451, 2.1364], [6.2927, -4.7712, 1.9618], [-2.6846, -3.0872, -0.5058], [5.9471, -1.7193, 3.3648], [1.0779, -1.1897, -1.2022], [-2.8503, -4.2034, -0.7052], [-4.5526, 2.2836, -2.4386], [-0.1177, 0.1672, -1.0342], [-1.1610, -2.8944, -0.0538], [5.3901, -3.6134, 4.0278], [-0.0786, 4.7293, -4.7753], [3.6061, -1.7034, 4.2081], [-4.7211, -3.4001, 0.5844], [4.4524, -1.1242, 3.2001], [-4.2619, 3.1667, -3.0107], [-1.7299, 2.5742, -2.8144], [-1.3314, 5.7400, -3.3331], [6.1161, -3.1374, 3.3631], [4.0988, -1.1433, 1.8077], [-1.2962, 6.0694, -2.2909], [0.2601, 4.2893, -3.1074], [-2.4231, 4.8461, -3.5420], [7.1087, -3.3363, 3.7733], [-0.5701, -1.3620, -2.0201], [-4.2345, 2.9298, -4.0734], [-1.5266, 6.6237, -3.9449], [5.1447, 0.5589, 4.7020], [-5.9047, -0.8802, -1.3401], [-2.8862, -2.5772, -1.5103], [0.7914, 5.8615, -3.7142], [5.6130, 0.9207, 3.0078], [1.4175, -2.4636, 0.7287], [-2.9959, 0.7366, -0.3122], [-3.7714, -2.6704, 0.6607], [-0.5046, -3.9602, 0.1046], [-4.2510, 0.9419, 1.5503], [-0.0470, -0.9751, -1.0959]], "forces_ev_per_angstrom": [[0.1, 0.0, 0.0], [0.0, -0.2, 0.0], [0.2, -0.3, 0.7], [-1.2, 0.3, 0.8], [-0.4, -0.3, -0.3], [0.0, -0.1, 0.1], [0.7, -1.0, -0.4], [0.1, -0.3, 0.1], [-0.4, -0.4, -1.9], [-0.3, 0.1, -0.2], [0.8, 1.3, 0.1], [0.1, 0.0, 0.0], [0.2, 0.0, 0.1], [0.4, -0.1, -0.5], [-0.9, -1.3, 0.1], [0.3, 0.6, 0.7], [1.2, 0.2, 0.4], [0.6, -0.1, -1.4], [0.0, 0.1, 0.1], [1.0, -0.1, -0.6], [-0.4, 0.7, 0.1], [-1.5, 0.0, -0.1], [0.8, 1.5, 0.4], [0.2, 0.0, 0.1], [-0.2, -1.6, -0.2], [0.6, -3.0, -0.7], [-0.1, 0.2, 0.0], [0.0, 0.1, 0.0], [0.3, 0.0, -0.6], [-0.1, -0.1, 0.3], [0.2, 0.1, 0.0], [-0.1, 0.1, -0.1], [-0.1, 0.7, 0.4], [0.8, 0.3, 0.0], [0.1, -0.9, -0.2], [0.0, -0.2, 0.7], [-0.1, -0.1, 0.0], [0.0, 0.1, 0.0], [-0.5, -0.3, 0.2], [-0.1, 0.3, 0.1], [0.4, 0.6, 1.2], [0.1, 0.0, 0.1], [-0.3, -0.2, 0.0], [0.0, -0.1, -0.1], [0.2, 0.1, 0.6], [0.3, -0.3, 1.4], [-0.1, 0.0, 0.0], [-0.1, -0.1, 0.0], [-1.1, 0.7, 0.5], [-0.1, -0.3, -0.4], [-0.5, 0.2, -1.0], [-1.4, 3.0, 0.1], [-0.2, -0.5, 0.0], [0.5, 0.7, -0.5]]}

{"formula": "C10H28Br2F3O7PSi2", "method": "ωB97M-V/def2-TZVPD", "orbital_gap_ev": 8.29, "lumo_energy_ev": 0.1, "e_homo_ev": -8.158, "mol_weight_g_mol": 564.28, "elements": ["H", "H", "C", "H", "C", "H", "C", "C", "F", "O", "Si", "H", "H", "C", "H", "H", "P", "C", "C", "H", "O", "H", "H", "H", "Br", "O", "H", "C", "F", "H", "H", "H", "H", "O", "H", "F", "H", "Si", "O", "H", "H", "H", "H", "H", "H", "Br", "C", "H", "H", "C", "O", "H", "O"], "positions_angstrom": [[-0.6062, -1.8899, 5.6869], [-2.2074, 4.2192, -3.6451], [1.7795, -5.5993, -2.1170], [7.1950, 0.6186, -0.5273], [-2.3409, -0.4736, -0.3645], [-3.8589, 4.3815, -4.2887], [-2.5783, -1.5762, -1.4935], [-0.9321, 0.2453, -0.4539], [-2.4293, -3.6733, -0.1419], [-0.3659, 0.6915, 2.5246], [-1.7482, 4.0286, 0.3455], [2.6266, -4.9308, -2.2940], [-1.4132, -0.4576, 4.7497], [-0.4465, -0.9479, 5.0846], [5.8409, -0.2492, 0.2562], [0.4749, -4.1711, -2.0098], [1.3329, 2.4641, 0.4933], [-0.2677, -0.7471, 2.4422], [0.4286, -1.3099, 3.7812], [-4.5809, 3.3154, -2.3826], [5.3622, 1.5713, -0.5993], [-2.5187, -1.0143, 0.6246], [-0.8476, 0.8572, -1.4166], [1.7199, -5.8511, -1.0546], [-1.9969, -0.9482, -3.2921], [-3.7048, 3.7150, -2.3382], [-1.4913, 5.0356, 1.3906], [-3.2002, 3.7703, -3.6667], [-0.4642, -2.8479, -0.9798], [1.4270, -0.7874, 3.8459], [0.5550, -2.4313, 3.6387], [0.1590, -0.2046, 5.6774], [0.3606, -1.1344, 1.5872], [-1.9404, 2.4905, 1.1190], [2.5695, 3.9823, 1.4917], [-3.9728, -1.8645, -1.4567], [5.1504, 1.1459, -1.4385], [-0.5732, 1.4537, 0.9888], [0.5736, -4.9717, -2.5323], [-3.0567, 4.3518, -0.2592], [-3.1833, 0.2924, -0.4321], [-1.3264, -1.1645, 2.4613], [6.5488, 1.1883, 1.0295], [1.9161, -6.5126, -2.6953], [-0.7810, 4.0502, -0.7496], [-2.0572, -4.1221, -2.8281], [-1.8417, -2.9654, -1.1990], [3.2469, 1.4968, -0.1453], [-0.0497, -0.4796, -0.4824], [6.2909, 0.7299, 0.0758], [2.4139, 1.1412, 0.2264], [-3.1306, 2.7604, -4.0796], [1.9402, 3.3289, 1.8428]], "forces_ev_per_angstrom": [[-0.1, 1.2, -0.5], [-0.1, 0.0, 0.1], [-0.1, 0.3, 0.1], [0.1, -0.1, 0.1], [-0.1, -0.1, -0.2], [0.1, 0.0, -0.2], [-0.5, 0.4, 1.5], [0.5, -0.1, -0.3], [1.4, 1.9, -1.5], [-0.2, -0.3, -2.2], [-1.9, -0.5, 0.7], [0.2, -0.2, 0.1], [1.1, -0.7, 0.6], [0.9, -0.1, -0.9], [0.2, 0.0, 0.1], [0.0, -0.1, -0.1], [3.0, 1.2, -1.1], [0.2, -1.2, 2.0], [-0.8, 0.8, -0.6], [0.1, 0.1, 0.1], [-0.4, 0.1, -0.1], [0.4, 0.6, -1.2], [-0.3, -0.8, 1.2], [0.2, -0.1, 0.0], [-0.6, 0.0, 1.1], [-0.1, -0.1, -0.2], [0.4, 0.0, 0.0], [-0.3, -0.1, 0.0], [-2.3, 0.3, 0.3], [-0.9, -0.8, -0.1], [0.0, 1.4, 0.3], [-0.9, -0.8, -0.4], [-0.9, 0.6, 0.6], [2.8, 0.3, -1.2], [-0.4, -0.3, 0.1], [2.2, 0.2, -0.5], [0.1, 0.1, 0.0], [-2.0, -1.2, 2.4], [0.7, -0.4, -0.1], [0.2, 0.0, 0.3], [1.1, -1.0, -0.2], [1.2, 0.3, -0.5], [-0.1, 0.0, -0.1], [-0.1, 0.1, 0.0], [0.3, -0.2, 0.0], [-0.6, 0.4, 1.2], [-0.5, -1.5, -0.8], [-0.3, -0.1, 0.2], [-1.3, 0.8, -0.1], [0.0, -0.2, -0.1], [-1.2, 1.1, 0.8], [0.1, 0.1, -0.2], [-0.6, -1.2, -0.8]]}

{"formula": "C10H28ClFeI2OP2", "method": "ωB97M-V/def2-TZVPD", "s_squared": 8.955, "spin_multiplicity": 6, "total_charge": 2, "orbital_gap_ev": [4.91, 6.60], "lumo_energy_ev": [-10.3, -9.0], "e_homo_ev": [-15.196, -15.607], "mol_weight_g_mol": 571.39, "elements": ["H", "H", "H", "O", "H", "H", "H", "Fe", "H", "H", "H", "H", "I", "H", "P", "H", "C", "H", "P", "H", "H", "H", "C", "H", "H", "H", "I", "H", "H", "C", "C", "H", "C", "H", "C", "Cl", "C", "C", "H", "H", "C", "H", "H", "C", "H"], "positions_angstrom": [[-0.3189, -2.1956, 0.1687], [-2.0544, -2.2826, -0.0975], [0.1431, -1.7844, -2.1582], [-1.0683, -0.2819, -1.5095], [3.8227, 2.5801, 1.1149], [-0.9759, -3.5160, -0.7685], [4.5266, -1.2971, 2.0036], [1.7652, 0.3218, -0.6736], [-1.1479, 2.7316, -2.5001], [-2.0357, 0.1360, -3.2687], [2.7576, -0.9299, 2.3373], [5.1284, -0.9070, -1.0509], [1.8781, 2.8363, -1.1355], [-3.8124, -0.8937, 2.4939], [-2.4730, 0.2519, 0.8696], [-2.9485, 2.6108, 1.2093], [3.5231, -1.1609, 1.5873], [-2.7924, 2.1623, -2.5089], [3.6926, 0.2643, 0.4758], [-1.8356, 2.0582, -1.0143], [-1.5908, -1.9696, -2.6533], [-4.0383, 1.5397, 2.1792], [-1.0820, -2.4518, -0.5638], [4.9329, 1.4515, 2.0303], [-2.0600, -0.8866, 2.9511], [-2.6557, -2.0457, 1.7204], [2.3672, -2.2044, -1.1931], [5.2719, 0.9073, -1.1986], [-4.7816, -0.1824, 0.3234], [-0.9116, -1.6631, -1.8341], [3.9102, 1.6137, 1.6393], [3.1304, 1.5123, 2.4145], [-1.7975, 1.9485, -2.1061], [-2.3237, 1.8017, 2.6806], [-1.3002, 0.6046, -2.5926], [0.4131, 0.3736, 1.1648], [5.1677, 0.0518, -0.5072], [-3.0126, 1.7115, 1.8334], [3.2222, -2.0711, 1.0330], [-0.3690, 0.8244, -3.1388], [-2.7828, -1.0417, 2.1432], [-3.9497, 0.6518, -1.0450], [-3.6861, -1.0925, -0.7779], [-3.8652, -0.1301, -0.2779], [6.0167, 0.0425, 0.2008]], "forces_ev_per_angstrom": [[0.0, 0.1, 0.0], [0.1, -0.2, -0.3], [-1.2, -0.2, -0.4], [0.4, 0.3, 0.5], [0.2, -0.4, 0.5], [-0.1, -0.1, 0.0], [-0.1, 0.0, 0.4], [-2.3, 0.1, -0.3], [-0.1, 0.1, 0.2], [0.4, 0.2, 0.1], [0.4, -0.1, 0.0], [0.0, 0.5, 0.2], [0.3, -1.3, -0.1], [0.3, 0.0, -0.1], [-2.8, -0.8, 0.8], [-0.1, -0.1, 0.3], [-0.1, -0.5, -0.2], [0.1, 0.0, 0.2], [1.2, -1.1, 1.5], [0.2, -0.1, -0.2], [0.2, 0.2, 0.4], [0.2, 0.0, -0.1], [-0.2, -0.3, 0.1], [-0.5, 0.2, 0.1], [-0.3, -0.2, 0.0], [-0.1, 0.3, 0.3], [0.1, 1.2, -0.9], [0.1, -0.5, 0.2], [0.2, 0.1, -0.1], [0.6, -0.1, -0.5], [-0.2, 0.5, -0.4], [0.5, 0.2, -0.3], [-0.5, 0.6, -0.1], [-0.2, 0.1, -0.1], [-0.1, 0.0, -0.6], [0.9, 0.0, -0.2], [0.3, 0.2, -0.5], [0.9, 0.3, -0.6], [0.5, 0.8, 0.9], [-0.1, -0.7, -0.1], [1.0, -0.1, -0.3], [-0.1, -0.3, 0.3], [-0.1, 0.3, 0.2], [0.6, 0.3, -0.5], [-0.3, 0.1, -0.2]]}